{
  "formula": "C15H20FNO7S",
  "method": "wB97M-V/def2-TZVPD",
  "lumo_energy_ev": 0.2266,
  "homo_ev": -9.11,
  "energy_ha": -1663.05892,
  "gap_ev": 9.340,
  "charge": 0,
  "symbols": ["O", "S", "H", "O", "O", "O", "H", "C", "O", "C", "C", "H", "H", "O", "H", "C", "H", "C", "H", "C", "C", "H", "H", "H", "H", "H", "H", "C", "O", "C", "H", "C", "H", "C", "C", "C", "C", "H", "H", "H", "C", "H", "F", "H", "N"],
  "xyz": [[4.3166, -0.4271, 3.8009], [4.7591, -1.3374, 2.7795], [3.7104, 1.5960, -2.4519], [0.8684, 2.0382, 0.1528], [-5.0152, 1.2120, -1.5134], [-3.6517, -1.9992, 0.7328], [0.8142, -0.6692, -1.4573], [-3.2816, -0.0875, -0.5806], [3.6016, 1.6243, -0.3778], [4.3746, -0.6313, 1.1946], [2.9502, -0.1123, 1.0826], [4.0277, -3.2733, 3.8117], [5.0955, 0.1814, 1.0951], [-5.4222, -0.6831, 0.3465], [-5.0113, 3.2557, -1.8980], [-1.9201, -0.3450, -0.4675], [-3.0224, 2.5665, -2.7172], [-3.7009, 0.9808, -1.3993], [-5.3371, -3.2059, 0.9191], [3.7488, -2.7908, 2.8768], [2.7148, 0.5483, -0.2699], [3.9766, -3.4404, 2.0347], [-5.1867, 2.2070, -3.3341], [-3.8991, -3.6342, 1.8882], [-4.9309, -2.2531, 2.3550], [2.9090, -0.1745, -1.0822], [-6.5213, 2.3585, -2.1708], [-4.2535, -0.9151, 0.1893], [6.1307, -1.7671, 2.7343], [3.5248, 2.2915, -1.6245], [4.6141, -1.3943, 0.4511], [-0.9674, 0.3948, -1.1411], [2.2257, -0.9204, 1.2125], [1.2523, 1.0088, -0.3498], [-5.4414, 2.3266, -2.2781], [-1.4136, 1.4387, -1.9347], [-4.5176, -2.8199, 1.5226], [-1.5881, -1.1457, 0.1773], [2.7638, 0.6276, 1.8620], [4.2975, 3.0557, -1.6233], [-2.7490, 1.7433, -2.0755], [2.7007, -2.5043, 2.9011], [-0.5187, 2.1699, -2.6080], [2.5501, 2.7668, -1.7617], [0.4225, 0.1386, -1.0039]],
  "forces_ev_per_angstrom": [[-0.021, 0.048, 0.057], [-0.013, -0.009, -0.001], [0.000, -0.002, 0.009], [-0.001, -0.031, -0.002], [-0.019, 0.013, 0.038], [-0.055, 0.047, -0.031], [0.017, 0.007, -0.009], [-0.024, -0.027, 0.009], [-0.007, -0.041, 0.004], [0.003, -0.007, 0.010], [0.009, 0.016, 0.032], [-0.011, -0.012, 0.000], [-0.006, 0.001, -0.019], [0.049, -0.012, -0.015], [-0.002, -0.003, 0.007], [0.027, -0.021, -0.010], [0.009, -0.007, 0.008], [0.019, -0.039, -0.014], [0.005, 0.012, -0.012], [0.017, 0.044, -0.021], [0.016, 0.018, -0.033], [-0.018, -0.028, 0.014], [0.018, -0.007, 0.009], [0.004, 0.009, -0.008], [0.006, 0.016, -0.009], [-0.016, 0.008, 0.016], [0.005, -0.002, -0.001], [0.012, 0.007, 0.028], [0.070, -0.022, -0.006], [0.001, 0.012, -0.015], [-0.009, 0.020, -0.022], [0.068, 0.070, 0.031], [0.003, -0.010, -0.029], [-0.001, 0.042, -0.039], [-0.038, 0.014, -0.030], [-0.002, -0.024, -0.021], [0.007, -0.036, 0.022], [-0.026, -0.009, 0.004], [-0.002, 0.003, -0.006], [-0.004, -0.003, 0.005], [-0.008, 0.033, -0.011], [-0.015, -0.031, 0.001], [-0.015, 0.002, 0.008], [-0.001, -0.005, 0.006], [-0.051, -0.055, 0.045]]
}